11
Properties=species:S:1:pos:R:3:mulliken_charge:R:1 method="wB97M-V/def2-TZVPD" lumo_ha="0.0222 / 0.0222" smiles=Fc1ocnc1C(F)(F)F energy_ha=-682.4044 relative_energy_kcal_mol=0.0 mol_weight_da=155.05 largest_force_ha_per_bohr=0.141 homo_lumo_gap_ev="9.569 / 9.570"
F 1.141 -3.043 -0.828 -0.2108
C 0.568 -1.893 -0.644 0.4899
O 1.025 -0.981 0.153 -0.2447
C 0.194 0.087 0.177 -0.1637
N -0.864 -0.011 -0.573 -0.5233
C -0.903 -1.143 -1.212 0.0639
C -1.872 -1.708 -2.167 0.9023
F -2.436 -0.763 -2.921 -0.2438
F -1.286 -2.588 -2.991 -0.2546
F -2.881 -2.369 -1.574 -0.2520
H 0.456 0.918 0.795 0.4367

***

64
Properties=species:S:1:pos:R:3:mulliken_charge:R:1 method="wB97M-V/def2-TZVPD" lumo_ha=-0.1389 energy_ha=-2615.2725 relative_energy_kcal_mol=11.8 charge=+1 mol_weight_da=793.34 largest_force_ha_per_bohr=0.033 homo_lumo_gap_ev=7.161
Bi -0.457 1.776 -0.872 0.7197
S 3.553 2.950 1.281 -0.1278
C 3.942 2.873 -0.380 -0.3037
C 2.871 2.531 -1.155 -0.9520
C 1.688 2.336 -0.398 -0.3355
C 1.910 2.519 0.941 0.3963
C 0.884 2.268 1.930 0.8125
C 1.063 2.432 3.302 -0.9077
C 0.040 2.095 4.165 -0.5004
C -1.152 1.599 3.647 -0.8676
C -1.281 1.480 2.281 -0.3324
N -0.289 1.811 1.446 0.3765
H 4.949 3.088 -0.705 0.5120
H 2.932 2.447 -2.232 0.4548
H 2.009 2.810 3.665 0.4633
H 0.164 2.212 5.234 0.4598
H -1.967 1.307 4.292 0.4541
H -2.194 1.130 1.820 0.5626
O -4.380 3.528 -0.287 -0.6566
C -3.200 3.257 -0.276 0.3767
O -2.655 2.099 -0.121 -0.6214
C -2.199 4.408 -0.435 0.5713
C -2.641 5.720 -0.396 -0.7712
C -1.714 6.743 -0.504 -0.1832
C -0.369 6.421 -0.650 -0.8780
C -0.003 5.092 -0.691 -0.1258
N -0.906 4.109 -0.583 -0.0250
H -3.701 5.897 -0.286 0.5196
H -2.032 7.776 -0.477 0.4471
H 0.387 7.189 -0.734 0.4410
H 1.029 4.785 -0.805 0.4264
C 2.479 -1.030 1.783 -0.5065
Si 2.373 -2.560 0.693 0.1996
C 4.083 -3.154 0.181 -1.0638
C 1.383 -3.890 1.579 -1.1265
C 1.546 -2.045 -0.945 -0.9445
Te -0.469 -1.267 -0.934 0.3908
C -1.400 -3.178 -0.424 -0.4905
Si -2.183 -3.940 -1.997 0.2042
C -0.855 -4.038 -3.332 -1.0337
C -3.554 -2.755 -2.508 -0.9647
C -2.825 -5.665 -1.621 -1.0267
H 2.969 -1.259 2.732 0.4637
H 1.482 -0.643 2.011 0.0018
H 3.055 -0.238 1.299 0.1174
H 4.726 -3.330 1.045 0.3502
H 4.575 -2.418 -0.458 0.3281
H 4.020 -4.089 -0.380 0.3125
H 1.837 -4.130 2.543 0.4022
H 1.340 -4.814 0.998 0.3241
H 0.361 -3.556 1.771 0.3717
H 1.520 -2.887 -1.640 0.4209
H 2.145 -1.259 -1.414 0.5474
H -2.143 -2.982 0.348 0.5806
H -0.605 -3.790 0.000 -0.1958
H -0.439 -3.051 -3.539 0.3335
H -1.270 -4.426 -4.264 0.3748
H -0.038 -4.700 -3.035 0.3170
H -3.147 -1.755 -2.676 0.2859
H -4.322 -2.680 -1.735 0.3150
H -4.040 -3.076 -3.430 0.3334
H -2.024 -6.333 -1.300 0.3291
H -3.268 -6.090 -2.525 0.3134
H -3.593 -5.660 -0.846 0.3298

***

22
Properties=species:S:1:pos:R:3:mulliken_charge:R:1 method="wB97M-V/def2-TZVPD" lumo_ha=0.0370 smiles=CCCNCC.O energy_ha=-329.4860 relative_energy_kcal_mol=13.5 mol_weight_da=105.18 largest_force_ha_per_bohr=0.018 homo_lumo_gap_ev=10.046
C -2.270 1.656 0.901 -1.3961
C -0.894 1.279 0.346 -0.0743
C -0.629 -0.206 0.532 -0.6997
N 0.715 -0.660 0.159 -0.2940
C 1.035 -0.804 -1.261 -0.5084
C 1.670 0.440 -1.883 -1.0762
H -2.396 2.735 0.930 0.3837
H -3.044 1.287 0.236 0.3413
H -2.379 1.297 1.919 0.3498
H -0.119 1.826 0.889 0.3498
H -0.867 1.510 -0.719 0.1231
H -0.756 -0.450 1.581 0.3789
H -1.324 -0.756 -0.106 0.3228
H 1.406 -0.031 0.561 0.1690
H 0.109 -1.064 -1.760 0.3366
H 1.746 -1.625 -1.360 0.2986
H 1.791 0.350 -2.955 0.3690
H 2.591 0.670 -1.343 0.3050
H 1.025 1.298 -1.721 0.2591
O 0.567 -3.056 1.914 -0.7148
H 1.470 -3.395 1.840 0.3010
H 0.553 -2.301 1.301 0.4759

***

89
Properties=species:S:1:pos:R:3:lowdin_spin:R:1 method="wB97M-V/def2-TZVPD" lumo_ha="-0.1249 / -0.1337" energy_ha=-6242.9565 relative_energy_kcal_mol=15.4 charge=+1 mol_weight_da=1008.32 largest_force_ha_per_bohr=0.016 homo_lumo_gap_ev="5.985 / 6.143" spin_multiplicity=3
Ti -1.261 1.077 0.765 1.4765
C 2.179 1.962 -2.380 0.0006
O 0.776 1.779 -2.321 0.0008
C 0.097 3.003 -2.269 -0.0001
C -1.371 2.739 -2.462 0.0016
O -1.972 2.054 -1.333 0.0199
C -3.258 1.577 -1.732 0.0005
C -4.138 1.460 -0.520 0.0024
O -3.455 0.645 0.434 0.0149
C -4.293 0.379 1.567 0.0027
H 2.546 2.465 -1.480 0.0004
H 2.448 2.554 -3.262 0.0001
H 2.623 0.974 -2.451 0.0000
H 0.411 3.668 -3.089 0.0000
H 0.295 3.527 -1.328 -0.0002
H -1.495 2.092 -3.337 0.0001
H -1.927 3.669 -2.615 0.0004
H -3.140 0.616 -2.249 0.0000
H -3.720 2.286 -2.426 0.0000
H -5.090 0.987 -0.789 0.0003
H -4.338 2.441 -0.072 0.0000
H -5.191 -0.141 1.227 0.0000
H -4.563 1.317 2.057 0.0002
H -3.733 -0.255 2.251 0.0008
I 0.673 -1.473 -4.163 0.0001
C 2.624 -2.231 -4.210 0.0000
C 3.153 -2.309 -5.470 0.0000
C 4.352 -2.996 -5.714 0.0000
C 4.954 -3.655 -4.689 0.0000
C 4.437 -3.583 -3.376 0.0000
C 5.086 -4.326 -2.357 0.0000
C 4.650 -4.275 -1.074 0.0000
C 3.602 -3.395 -0.747 0.0000
C 2.936 -2.644 -1.683 0.0000
P 1.948 -1.224 -1.046 0.0004
C 2.701 -1.094 0.616 0.0004
C 3.860 -0.322 0.699 -0.0001
C 4.489 -0.113 1.911 -0.0002
C 3.954 -0.650 3.074 0.0000
C 2.804 -1.420 3.008 0.0001
C 2.192 -1.651 1.783 0.0013
C 0.320 -2.015 -0.669 0.0037
C 0.224 -3.384 -0.426 -0.0002
C -1.007 -4.020 -0.325 0.0021
C -2.178 -3.300 -0.497 -0.0001
C -2.109 -1.934 -0.736 0.0033
C -0.876 -1.293 -0.789 0.0056
C 3.292 -2.794 -3.076 0.0000
H 2.615 -1.873 -6.301 0.0000
H 4.751 -3.037 -6.718 0.0000
H 5.843 -4.248 -4.857 0.0000
H 5.936 -4.937 -2.632 0.0000
H 5.129 -4.852 -0.297 0.0000
H 3.365 -3.269 0.299 0.0000
H 4.263 0.135 -0.197 0.0000
H 5.384 0.490 1.956 0.0000
H 4.435 -0.470 4.025 0.0000
H 2.392 -1.859 3.907 0.0000
H 1.314 -2.281 1.744 0.0005
H 1.130 -3.973 -0.355 0.0000
H -1.047 -5.085 -0.145 0.0002
H -3.138 -3.797 -0.468 0.0000
H -3.023 -1.368 -0.869 0.0002
H -0.843 -0.237 -1.095 0.0021
Br -5.013 7.533 1.261 -0.0002
C -4.081 5.924 1.569 -0.0007
C -3.005 5.587 0.756 0.0007
C -2.322 4.404 0.979 0.0027
C -2.713 3.567 2.019 0.0063
C -3.792 3.909 2.830 0.0010
C -4.478 5.092 2.607 0.0004
N -2.043 2.336 2.199 0.0558
C -1.709 1.967 3.405 0.1502
C -1.271 0.613 3.589 0.0529
C -0.971 0.092 4.853 0.0250
C -0.775 -1.262 4.983 0.0446
C -0.870 -2.067 3.843 0.0279
C -1.082 -1.481 2.617 0.0401
N -1.255 -0.154 2.464 0.0501
H -2.700 6.250 -0.040 0.0000
H -1.463 4.141 0.372 0.0019
H -4.110 3.244 3.622 0.0005
H -5.319 5.362 3.228 0.0001
H -1.763 2.642 4.256 0.0080
H -0.940 0.755 5.706 0.0000
H -0.566 -1.699 5.949 0.0017
H -0.750 -3.139 3.904 0.0006
H -1.106 -2.070 1.708 0.0013
I 1.081 2.342 1.090 -0.0120

***

39
Properties=species:S:1:pos:R:3:lowdin_spin:R:1 method="wB97M-V/def2-TZVPD" lumo_ha="-0.1131 / -0.1579" energy_ha=-4466.4376 charge=+1 mol_weight_da=456.95 largest_force_ha_per_bohr=0.008 homo_lumo_gap_ev="7.353 / 6.088" spin_multiplicity=2
Cu 0.250 0.547 0.178 0.6353
C -2.785 -0.565 -0.157 0.0008
C -2.699 -0.477 1.370 0.0028
S -1.098 0.032 2.079 0.0487
C -1.489 1.668 2.788 0.0041
C -0.475 2.740 2.412 0.0056
S -0.021 2.849 0.668 0.0794
C -1.542 3.313 -0.193 0.0070
C -2.618 2.248 -0.399 0.0008
S -1.956 0.719 -1.116 -0.0011
H -3.838 -0.615 -0.436 0.0001
H -2.326 -1.487 -0.515 -0.0001
H -2.933 -1.455 1.789 0.0006
H -3.445 0.207 1.771 0.0003
H -1.513 1.557 3.871 0.0010
H -2.490 1.944 2.467 -0.0001
H 0.480 2.556 2.909 -0.0002
H -0.824 3.713 2.759 0.0019
H -1.184 3.673 -1.159 0.0000
H -1.969 4.179 0.317 0.0024
H -3.371 2.650 -1.077 -0.0001
H -3.126 2.011 0.532 0.0000
Cl 4.274 1.638 -2.356 0.0005
C 3.609 0.094 -1.981 0.0023
C 4.243 -1.064 -2.477 0.0014
C 3.760 -2.309 -2.197 -0.0009
Cl 4.567 -3.710 -2.817 0.0001
C 2.600 -2.466 -1.399 0.0013
C 2.020 -3.696 -1.031 -0.0035
C 0.901 -3.714 -0.240 0.0035
C 0.343 -2.500 0.178 0.0043
N 0.848 -1.334 -0.161 0.0682
C 1.979 -1.294 -0.928 0.0035
C 2.476 0.010 -1.197 0.0094
O 1.845 1.044 -0.675 0.1194
H 5.128 -0.948 -3.087 0.0003
H 2.469 -4.617 -1.375 -0.0002
H 0.446 -4.644 0.067 0.0006
H -0.534 -2.496 0.816 0.0008